Density functional theory data (wB97M-V/def2-TZVPD) for C25H32HfN4Se2 as an isolated structure.

Structure (XYZ):
```
64
Properties=species:S:1:pos:R:3:nbo_charge:R:1
Hf 0.04 -0.33 -0.34 2.08
C -0.06 1.36 -4.45 -0.68
C 0.51 0.19 -3.72 0.07
C 0.32 -1.12 -4.22 -0.15
C 0.91 -2.22 -3.62 -0.14
C 1.69 -2.06 -2.47 -0.16
C 1.92 -0.78 -1.97 -0.38
C 1.33 0.35 -2.60 -0.34
H -1.11 1.21 -4.72 0.25
H 0.48 1.51 -5.39 0.31
H 0.04 2.29 -3.88 0.23
H -0.27 -1.25 -5.12 0.27
H 0.78 -3.20 -4.05 0.28
H 2.19 -2.91 -2.04 0.26
H 2.67 -0.63 -1.19 0.27
H 1.62 1.35 -2.29 0.27
N -1.40 1.36 -1.08 -0.93
C -1.23 2.58 -0.28 0.04
C -2.16 3.57 -0.17 -0.13
C -1.86 4.73 0.58 -0.17
C -0.64 4.89 1.17 -0.10
C 0.34 3.86 1.07 -0.12
C 1.63 3.97 1.61 0.00
C 2.53 2.92 1.47 -0.25
C 2.11 1.76 0.84 0.11
N 0.89 1.61 0.30 -0.72
C 0.01 2.68 0.37 0.24
H -1.20 1.59 -2.06 0.43
H -2.38 1.08 -1.06 0.44
H -3.11 3.50 -0.68 0.26
H -2.61 5.51 0.65 0.28
H -0.39 5.79 1.71 0.27
H 1.93 4.87 2.13 0.28
H 3.54 2.99 1.85 0.28
H 2.78 0.91 0.77 0.23
C -2.04 -0.12 3.24 -0.74
Se -2.28 -0.45 1.33 0.37
C -2.48 -2.39 1.34 -0.55
C -2.91 -2.87 -0.03 -0.53
Se -1.74 -2.24 -1.50 0.35
C -3.07 -1.31 -2.60 -0.73
H -1.34 -0.84 3.66 0.24
H -3.03 -0.24 3.69 0.28
H -1.71 0.90 3.37 0.26
H -3.26 -2.63 2.08 0.29
H -1.55 -2.84 1.68 0.24
H -3.91 -2.52 -0.29 0.27
H -2.89 -3.95 -0.09 0.29
H -3.69 -2.09 -3.04 0.29
H -2.54 -0.78 -3.38 0.24
H -3.68 -0.65 -1.98 0.24
N 3.57 -3.02 4.14 -0.64
C 2.77 -2.50 3.23 0.31
C 2.58 -3.12 1.95 -0.26
C 1.77 -2.55 1.04 0.06
N 1.06 -1.38 1.25 -0.81
C 1.21 -0.82 2.50 0.06
C 2.04 -1.29 3.45 -0.27
H 4.08 -3.88 3.98 0.44
H 3.70 -2.58 5.04 0.44
H 3.09 -4.05 1.71 0.27
H 1.62 -3.04 0.08 0.23
H 0.65 0.09 2.68 0.23
H 2.13 -0.77 4.40 0.27
```

Results
Largest force on an atom   0.005 hartree/bohr
Total charge   +4
Energy   -6040.41626 hartree
Molecular weight   724.969 g/mol
Energy above the lowest of the compared OMol25 structures with the same formula, charge and spin   4.2 kJ/mol